C19H22I2N7PSV as an isolated structure in a non-equilibrium geometry, computed with ωB97M-V/def2-TZVPD.

```
53
C19H22I2N7PSV | OMol25 | ωB97M-V/def2-TZVPD
V 1.93 -0.33 1.22
C 2.71 -2.74 -3.67
N 2.34 -3.54 -2.43
C 3.64 -4.08 -1.80
N 4.54 -3.02 -1.54
C 4.85 -2.28 -2.76
N 3.63 -1.71 -3.34
C 3.06 -0.62 -2.56
P 2.55 -1.23 -0.86
C 1.57 -2.71 -1.46
C 4.13 -2.15 -0.45
H 1.80 -2.33 -4.10
H 3.17 -3.44 -4.38
H 1.77 -4.35 -2.71
H 4.06 -4.79 -2.51
H 3.37 -4.60 -0.88
H 5.32 -2.94 -3.49
H 5.55 -1.48 -2.53
H 2.20 -0.20 -3.08
H 3.80 0.17 -2.45
H 0.66 -2.35 -1.96
H 1.28 -3.31 -0.60
H 3.96 -2.73 0.46
H 4.91 -1.42 -0.24
N -3.68 3.65 2.21
C -4.98 4.01 2.00
C -5.76 5.05 2.50
C -7.07 5.10 2.06
C -7.58 4.16 1.14
C -6.82 3.14 0.65
C -5.49 3.05 1.08
N -4.52 2.15 0.77
C -3.45 2.52 1.45
C -2.20 1.82 1.36
C -1.03 2.23 2.03
C 0.13 1.51 1.84
N 0.20 0.42 1.05
C -0.93 0.01 0.43
C -2.12 0.67 0.56
H -3.03 4.12 2.82
H -5.38 5.78 3.20
H -7.72 5.89 2.42
H -8.61 4.25 0.83
H -7.20 2.41 -0.06
H -1.01 3.09 2.68
H 1.04 1.82 2.35
H -0.84 -0.89 -0.17
H -3.01 0.33 0.06
S 1.26 -4.73 2.18
C 1.51 -3.19 1.96
N 1.70 -2.04 1.73
I 4.20 0.80 2.32
I 5.59 1.03 4.67
```

Summary:
HOMO-LUMO gap (alpha / beta): 5.05 / 5.21 eV
2S+1: 4
charge: +2



One molecule with the formula C4H5NO, computed with ωB97M-V/def2-TZVPD.

```
11
C4H5NO | OMol25 | ωB97M-V/def2-TZVPD
C 1.21 1.64 -0.28
C 0.20 0.80 -0.08
C 0.18 -0.53 -0.72
N -0.47 -1.57 -0.36
C -1.30 -1.56 0.77
O -2.14 -0.73 1.03
H 1.24 2.61 0.20
H 2.07 1.37 -0.90
H -0.65 1.06 0.55
H 0.81 -0.64 -1.61
H -1.15 -2.46 1.39
```

Summary:
SMILES: C=C/C=N\C=O
relative energy (zero: lowest compared OMol25 entry of this formula, charge and spin): 31.8 kcal per mole
HOMO-LUMO gap: 9.73 eV
charge: 0



A 2-piece molecular cluster, C18H18OS overall in a non-equilibrium geometry, computed with ωB97M-V/def2-TZVPD.

```
38
C18H18OS | OMol25 | ωB97M-V/def2-TZVPD
C -4.46 -0.04 -2.10
O -3.64 -1.19 -2.07
C -2.28 -0.96 -2.11
C -1.45 -2.10 -2.11
C -0.09 -2.00 -2.17
C 0.52 -0.74 -2.23
S 2.18 -0.61 -2.33
C -0.29 0.41 -2.21
C -1.65 0.31 -2.15
H -5.50 -0.37 -2.10
H -4.27 0.58 -1.22
H -4.27 0.53 -3.01
H -1.93 -3.07 -2.07
H 0.53 -2.88 -2.18
H 0.19 1.37 -2.24
H -2.26 1.20 -2.14
C 3.18 -0.17 1.69
C 3.65 -1.57 2.15
C 2.38 -2.32 2.40
C 1.30 -1.54 2.15
C 1.68 -0.23 1.74
C 0.82 0.85 1.43
C -0.59 0.73 1.41
C -1.39 1.81 1.12
C -0.84 3.04 0.85
C 0.54 3.20 0.84
C 1.35 2.13 1.12
H 3.56 0.63 2.34
H 3.50 0.05 0.66
H 4.26 -2.08 1.40
H 4.26 -1.53 3.06
H 2.33 -3.34 2.73
H 0.28 -1.86 2.27
H -1.04 -0.23 1.61
H -2.47 1.70 1.11
H -1.47 3.89 0.63
H 0.96 4.16 0.62
H 2.42 2.26 1.11
```

Summary:
HOMO-LUMO gap: 3.13 eV
charge: 0



C44H54FGeN8O4SSi2Tc as an isolated structure in a non-equilibrium geometry, computed with ωB97M-V/def2-TZVPD.

```
116
C44H54FGeN8O4SSi2Tc | OMol25 | ωB97M-V/def2-TZVPD
Tc -0.28 -1.11 0.30
C -2.01 -5.14 2.15
Si -2.50 -3.60 1.18
C -4.31 -3.20 1.61
C -2.49 -3.90 -0.67
N -1.36 -2.30 1.61
C -1.02 -2.06 2.89
C -1.73 -2.43 4.05
C -1.24 -2.10 5.30
C -0.01 -1.42 5.43
C 0.72 -1.10 4.32
C 0.23 -1.42 3.04
N 0.88 -1.21 1.85
Si 2.68 -1.23 1.89
C 3.48 0.28 2.67
C 2.93 -1.18 0.04
C 3.14 -2.86 2.69
H -1.98 -6.01 1.49
H -2.73 -5.35 2.95
H -1.03 -5.03 2.60
H -4.84 -4.15 1.67
H -4.79 -2.62 0.82
H -4.46 -2.69 2.56
H -3.43 -4.38 -0.96
H -1.67 -4.54 -0.97
H -2.41 -2.97 -1.24
H -2.67 -2.96 3.96
H -1.81 -2.36 6.18
H 0.36 -1.16 6.42
H 1.67 -0.57 4.42
H 2.80 1.14 2.68
H 4.36 0.56 2.08
H 3.81 0.09 3.69
H 1.60 0.49 0.03
H 3.04 -2.17 -0.40
H 3.82 -0.61 -0.24
H 3.23 -2.79 3.77
H 4.10 -3.22 2.29
H 2.38 -3.61 2.45
N 0.80 -3.83 -0.90
C 0.41 -2.83 -0.45
F -3.96 0.53 4.14
C -4.16 1.12 2.95
C -3.99 0.44 1.81
N -4.19 1.02 0.58
C -4.21 0.22 -0.63
C -2.91 -0.37 -1.21
O -3.00 -0.89 -2.29
O -1.80 -0.35 -0.51
C -4.45 2.37 0.47
O -4.57 2.95 -0.59
N -4.65 3.02 1.67
C -4.60 2.50 2.96
O -4.90 3.17 3.92
H -3.70 -0.59 1.83
H -4.62 0.85 -1.41
H -4.87 -0.63 -0.49
H -4.90 3.99 1.59
C -0.48 2.50 5.49
N -0.39 2.03 4.12
C -0.45 2.72 2.97
S -0.30 1.89 1.49
N -0.56 4.06 2.93
C -1.04 5.00 3.93
H -0.03 1.74 6.13
H -1.51 2.65 5.80
H 0.08 3.43 5.62
H -0.34 1.03 3.99
H -0.47 4.41 1.99
H -1.78 4.54 4.58
H -1.52 5.83 3.41
H -0.23 5.41 4.54
C -2.65 2.36 -4.12
C -1.98 3.12 -2.97
C -0.93 2.35 -2.30
N -0.11 1.76 -1.76
H -3.51 2.94 -4.47
H -3.00 1.38 -3.80
H -1.96 2.22 -4.94
H -2.71 3.39 -2.21
H -1.53 4.05 -3.33
C 1.66 -0.49 -0.47
Ge 2.10 -0.02 -2.37
C 3.32 -1.44 -3.03
C 4.60 -1.16 -3.49
C 5.38 -2.15 -4.09
C 4.88 -3.44 -4.22
C 3.62 -3.74 -3.72
C 2.85 -2.75 -3.13
C 3.20 1.62 -2.19
C 3.87 2.12 -3.31
C 4.63 3.29 -3.23
C 4.74 3.97 -2.03
C 4.09 3.48 -0.91
C 3.33 2.32 -0.99
C 1.01 0.22 -4.02
C 0.35 -0.87 -4.59
C -0.22 -0.77 -5.85
C -0.13 0.42 -6.57
C 0.51 1.51 -6.00
C 1.06 1.42 -4.73
H 5.01 -0.16 -3.39
H 6.37 -1.92 -4.44
H 5.48 -4.21 -4.70
H 3.24 -4.76 -3.78
H 1.87 -3.01 -2.74
H 3.80 1.60 -4.25
H 5.12 3.66 -4.12
H 5.34 4.87 -1.97
H 4.18 4.01 0.04
H 2.82 1.98 -0.10
H 0.28 -1.80 -4.05
H -0.73 -1.62 -6.29
H -0.55 0.49 -7.56
H 0.58 2.45 -6.55
H 1.53 2.29 -4.29
```

Summary:
HOMO-LUMO gap: 6.30 eV
charge: 0



C29H36CrI2N2O6 as an isolated structure in a non-equilibrium geometry, computed with ωB97M-V/def2-TZVPD.

```
76
C29H36CrI2N2O6 | OMol25 | ωB97M-V/def2-TZVPD
Cr -0.44 -0.18 0.47
C -1.08 2.46 -1.00
O -1.74 1.30 -0.49
C -3.14 1.45 -0.67
C -3.92 0.25 -0.11
O -3.42 -0.19 1.12
C -3.83 0.57 2.26
C -2.62 0.84 3.17
O -1.51 1.32 2.45
C -1.39 2.74 2.48
H -1.08 2.45 -2.10
H -1.59 3.37 -0.66
H -0.06 2.46 -0.62
H -3.46 2.37 -0.14
H -3.37 1.57 -1.74
H -4.98 0.53 -0.04
H -3.85 -0.60 -0.79
H -4.28 1.52 1.95
H -4.57 -0.01 2.82
H -2.92 1.54 3.96
H -2.30 -0.09 3.66
H -1.21 3.08 3.51
H -0.53 3.00 1.86
H -2.29 3.24 2.10
I 1.22 -1.67 7.75
C 1.15 -1.16 5.69
C 1.62 0.07 5.26
C 1.52 0.40 3.92
I 2.25 2.24 3.22
C 0.94 -0.47 2.99
O 0.79 -0.16 1.74
C 0.50 -1.73 3.46
C -0.13 -2.65 2.46
N -1.22 -1.94 1.76
C -2.05 -2.83 0.96
C -2.09 -2.42 -0.48
C -2.86 -3.14 -1.38
C -2.82 -2.83 -2.73
C -2.00 -1.77 -3.12
C -1.31 -1.06 -2.15
N -1.36 -1.35 -0.84
C 0.61 -2.07 4.79
H 2.05 0.77 5.96
H -0.51 -3.54 2.98
H 0.60 -2.96 1.70
H -1.80 -1.49 2.46
H -3.08 -2.88 1.35
H -1.64 -3.85 0.99
H -3.47 -3.95 -1.03
H -3.38 -3.40 -3.45
H -1.89 -1.50 -4.16
H -0.67 -0.24 -2.43
H 0.27 -3.03 5.14
C 5.31 0.44 -5.45
C 4.45 0.56 -4.23
C 4.35 -0.48 -3.32
C 3.54 -0.39 -2.20
C 3.44 -1.55 -1.25
C 2.80 0.78 -1.98
C 2.91 1.86 -2.87
C 2.13 3.12 -2.68
C 3.73 1.72 -3.99
C 1.78 0.81 -0.89
O 1.63 1.72 -0.07
O 0.95 -0.16 -0.94
H 5.65 -0.58 -5.59
H 6.18 1.09 -5.36
H 4.76 0.75 -6.34
H 4.91 -1.39 -3.49
H 4.29 -2.22 -1.38
H 2.52 -2.10 -1.43
H 3.43 -1.20 -0.22
H 1.09 2.97 -2.96
H 2.54 3.92 -3.29
H 2.16 3.43 -1.64
H 3.79 2.54 -4.69
```

Summary:
HOMO-LUMO gap (alpha / beta): 6.98 / 7.45 eV
2S+1: 2
charge: +1



One molecule with the formula C12H25N5O3 in a non-equilibrium geometry, computed with ωB97M-V/def2-TZVPD.

```
45
C12H25N5O3 | OMol25 | ωB97M-V/def2-TZVPD
H -2.75 0.85 -1.12
N -2.38 1.80 -1.25
C -2.07 2.13 0.00
N -1.58 3.34 0.35
N -2.32 1.34 1.13
C -1.63 1.51 2.44
C -1.84 0.22 3.20
C -0.99 -0.99 2.84
C -1.08 -1.73 1.45
N -0.22 -2.96 1.45
C -0.83 -0.96 0.12
O -1.71 -0.95 -0.74
N 0.34 -0.36 -0.06
C 0.72 -0.04 -1.41
C 1.95 0.80 -1.39
C 3.08 0.07 -0.47
C 3.19 0.44 0.96
C 4.38 0.44 -1.19
C 0.70 -1.28 -2.40
O 0.79 -2.42 -1.99
O 0.51 -0.94 -3.67
H -1.36 3.92 -0.48
H -2.01 3.85 1.10
H -2.74 0.41 0.93
H -2.18 2.34 2.94
H -0.50 1.81 2.36
H -1.57 0.41 4.21
H -2.93 -0.10 3.15
H -1.30 -1.76 3.62
H 0.01 -0.70 3.15
H -2.09 -2.20 1.44
H 0.55 -2.92 2.18
H 0.29 -3.37 0.63
H 0.56 0.46 0.51
H -0.05 0.70 -1.83
H 2.33 0.93 -2.43
H 1.69 1.82 -0.99
H 2.86 -1.06 -0.49
H 3.22 1.54 1.17
H 4.10 -0.06 1.40
H 2.37 0.07 1.48
H 4.50 1.51 -1.37
H 5.22 0.21 -0.52
H 4.46 -0.02 -2.18
H 0.19 -0.04 -3.79
```

Summary:
SMILES: [H]/N=C(/N)NCCC[C@H](N)C(=O)N[C@@H](CC(C)C)C(=O)O
relative energy (zero: lowest compared OMol25 entry of this formula, charge and spin): 62.9 kcal per mole
HOMO-LUMO gap: 9.11 eV
charge: 0



C2H5O3Yb as an isolated structure in a non-equilibrium geometry, computed with ωB97M-V/def2-TZVPD.

```
11
C2H5O3Yb | OMol25 | ωB97M-V/def2-TZVPD
H -1.83 1.54 4.70
O 0.03 1.87 3.87
O 0.58 0.65 4.41
C -1.34 1.82 3.76
H -1.67 2.82 3.45
Yb 1.74 0.59 2.53
O 0.25 0.04 0.86
C -1.00 0.02 0.71
H -1.40 0.13 -0.31
H -1.54 -0.71 1.33
H -1.63 1.08 2.73
```

Summary:
relative energy (zero: lowest compared OMol25 entry of this formula, charge and spin): 14.5 kcal per mole
HOMO-LUMO gap: 7.24 eV
charge: +1



C33H26AsIrN7S2 as an isolated structure in a non-equilibrium geometry, computed with ωB97M-V/def2-TZVPD.

```
70
C33H26AsIrN7S2 | OMol25 | ωB97M-V/def2-TZVPD
Ir 1.16 -0.62 -0.27
S 2.10 -0.26 1.89
C 0.74 0.07 2.97
C 0.91 -0.16 4.33
C -0.11 0.12 5.22
C -1.33 0.62 4.77
C -1.51 0.84 3.41
C -0.48 0.58 2.52
As -0.63 0.86 0.63
C -0.02 2.68 0.38
C -0.18 3.27 -0.87
C 0.33 4.54 -1.11
C 1.00 5.22 -0.10
C 1.15 4.64 1.15
C 0.64 3.37 1.39
C -2.53 1.04 0.36
C -3.30 -0.11 0.24
C -4.68 -0.02 0.18
C -5.29 1.22 0.23
C -4.53 2.37 0.34
C -3.14 2.29 0.41
H 1.85 -0.56 4.68
H 0.03 -0.06 6.28
H -2.13 0.82 5.46
H -2.46 1.22 3.05
H -0.71 2.74 -1.65
H 0.20 4.99 -2.08
H 1.39 6.21 -0.29
H 1.64 5.19 1.94
H 0.75 2.92 2.37
H -2.82 -1.09 0.21
H -5.28 -0.92 0.09
H -6.37 1.30 0.18
H -5.00 3.34 0.39
H -2.55 3.19 0.51
C -0.23 -0.30 -4.47
C 0.33 0.01 -3.23
N 0.19 -0.78 -2.18
C -0.50 -1.94 -2.33
C -1.07 -2.34 -3.53
C -0.93 -1.47 -4.63
C -1.72 -3.62 -3.61
C -1.74 -4.44 -2.54
C -1.16 -4.04 -1.28
C -1.12 -4.86 -0.14
C -0.56 -4.39 1.01
C -0.06 -3.09 1.05
N -0.08 -2.30 -0.01
C -0.59 -2.77 -1.17
H -0.10 0.39 -5.30
H 0.90 0.92 -3.08
H -1.37 -1.73 -5.58
H -2.16 -3.92 -4.55
H -2.20 -5.42 -2.60
H -1.52 -5.87 -0.20
H -0.50 -5.00 1.90
H 0.37 -2.66 1.95
N 2.57 -2.04 -0.71
C 3.71 -2.24 -0.91
N 4.95 -2.32 -1.10
C 5.73 -3.27 -1.55
N 6.48 -4.05 -1.96
N 4.96 0.61 -0.05
C 3.90 1.38 -0.07
N 3.85 2.44 0.71
S 2.58 1.12 -1.19
H 5.70 0.75 0.62
H 5.00 -0.26 -0.59
H 4.56 2.64 1.40
H 3.00 3.00 0.72
```

Summary:
relative energy (zero: lowest compared OMol25 entry of this formula, charge and spin): 4.9 kcal per mole
HOMO-LUMO gap: 6.69 eV
charge: +1



C36H25AsCoN6 as an isolated structure in a non-equilibrium geometry, computed with ωB97M-V/def2-TZVPD.

```
69
C36H25AsCoN6 | OMol25 | ωB97M-V/def2-TZVPD
Co -1.85 -0.62 1.28
C -4.80 2.60 1.40
C -4.23 1.33 1.28
N -2.92 1.17 1.37
C -2.13 2.25 1.57
C -2.73 3.52 1.66
N -4.03 3.65 1.58
C -0.71 1.95 1.78
C 0.38 2.81 1.75
C 1.66 2.29 2.00
C 1.79 0.96 2.39
C 0.65 0.16 2.43
N -0.53 0.66 2.06
C 0.51 -1.24 2.85
C 1.41 -1.95 3.65
N 1.12 -3.15 4.08
C -0.02 -3.71 3.75
C -0.93 -3.03 2.94
N -0.66 -1.82 2.49
C 2.87 3.11 1.75
C 3.84 2.59 0.90
C 4.95 3.37 0.59
N 5.07 4.56 1.11
C 4.20 5.09 1.93
C 3.05 4.39 2.28
H -5.87 2.75 1.35
H -4.85 0.45 1.12
H -2.15 4.41 1.83
H 0.27 3.85 1.48
H 2.76 0.56 2.65
H 2.35 -1.52 3.96
H -0.22 -4.71 4.13
H -1.88 -3.47 2.67
H 3.73 1.61 0.45
H 5.72 3.04 -0.09
H 4.41 6.09 2.29
H 2.33 4.83 2.96
C -2.34 -5.47 -1.93
C -1.03 -5.06 -2.16
C -0.64 -3.77 -1.85
C -1.57 -2.90 -1.30
C -2.87 -3.32 -1.01
C -3.26 -4.61 -1.35
As -1.12 -1.04 -0.92
C 0.79 -0.87 -1.20
C 1.81 -1.27 -0.36
C 3.13 -1.00 -0.70
C 3.43 -0.34 -1.89
C 2.41 0.04 -2.75
C 1.08 -0.20 -2.41
C -0.08 0.19 -3.19
C -0.03 0.82 -4.44
C -1.20 1.14 -5.10
C -2.44 0.86 -4.52
C -2.51 0.24 -3.27
C -1.34 -0.10 -2.62
H -2.64 -6.47 -2.20
H -0.32 -5.74 -2.60
H 0.38 -3.44 -2.05
H -3.57 -2.63 -0.54
H -4.26 -4.95 -1.15
H 1.59 -1.81 0.56
H 3.93 -1.32 -0.05
H 4.46 -0.14 -2.15
H 2.67 0.51 -3.69
H 0.92 1.04 -4.89
H -1.16 1.62 -6.07
H -3.35 1.12 -5.04
H -3.48 0.03 -2.84
```

Summary:
HOMO-LUMO gap (alpha / beta): 3.46 / 3.44 eV
charge: +3



Computed E_tot (eV) in order:
-92490.002 -7765.147 -31837.393 -154640.837 -90539.260 -26441.642 -39816.272 -130419.737 -145115.221